8
Properties=species:S:1:pos:R:3:lowdin_charge:R:1 method="wB97M-V/def2-TZVPD" total_energy_ev=-87403.9511 gap_ev=11.099 total_charge=0 molar_mass_da=161.40 relative_energy_ev=0.9302 fmax_ev_per_a=2.94
C 0.0358 0.1454 -0.8212 -0.2765
C -1.1734 -0.4983 0.1933 -1.0422
F -0.2350 -0.0232 -2.1143 -0.0268
Cl -1.6491 -2.1811 -0.0594 0.5332
Br -2.8266 0.5697 0.0404 0.5978
H 1.1200 0.0562 -0.5965 0.1276
H -0.1661 1.1586 -0.5845 0.0607
H -0.7685 -0.2354 1.1509 0.0263